1.
The following is a quantum chemistry calculation of a cluster of 2 separate species, C4H10ClNO in total at a distorted geometry, from the Open Molecules 2025 dataset.

Computed properties:
Net charge: 0
HOMO level (eV): -9.871
LUMO energy (eV): 0.746
E_tot (Eh): -748.58748

Each line ends with the Mulliken charge.
Cartesian coordinates (Å):
C -0.20081 -0.84449 1.14829  -1.180
C 0.45890 -0.47316 -0.21917  0.379
C -0.50930 -0.74723 -1.31025  -1.286
C 0.68816 1.03713 0.15283  0.263
N -0.28660 2.01330 0.14082  -0.426
O 1.74778 1.39566 0.49573  -0.545
H 0.43799 -0.32207 1.97715  0.325
H -0.28181 -1.94403 1.25107  0.368
H -1.23750 -0.44635 1.09408  0.294
H 1.52117 -0.86367 -0.13430  0.325
H -0.75301 -1.79593 -1.43955  0.380
H -1.29848 -0.08138 -1.21591  0.329
H -0.03838 -0.38716 -2.26666  0.313
H -1.19440 1.84116 -0.29195  0.203
H 0.04203 2.96222 0.01154  0.273
Cl 5.38545 1.62919 -0.54079  -0.278
H 4.18115 1.38756 -0.08334  0.264

Cartesian forces, eV/Å:
0.46 0.18 0.55
0.50 1.42 3.58
2.99 -0.08 -2.53
-2.42 -0.54 -2.43
-1.76 -0.60 -0.86
4.61 0.76 1.35
-1.51 -1.40 -1.12
0.22 0.57 0.29
0.62 -0.15 0.57
-1.38 0.15 -1.07
-0.36 0.01 0.19
-2.08 0.63 0.42
-0.37 -0.63 0.48
0.52 0.00 0.23
0.15 -0.32 0.30
-0.75 -0.17 0.28
0.57 0.17 -0.23

---

2.
The following is a quantum chemistry calculation of a structure of composition C17H21BN7PbS7, from the Open Molecules 2025 dataset.

Computed properties:
Net charge: +1
HOMO level (alpha / beta) (eV): -10.247 / -10.210
LUMO energy (alpha / beta) (eV): -4.670 / -4.544
E_tot (Eh): -4048.66714

Each line ends with the Mulliken charge.
Cartesian coordinates (Å):
Pb -0.11618 1.34012 0.12513  0.840
S 1.82731 2.44552 3.49868  -0.078
S 0.79831 1.55835 4.82751  0.096
S -1.25557 1.98848 4.40193  0.094
S -1.26239 3.08338 2.84091  -0.100
C -4.55424 0.08671 2.66269  -0.839
N -3.33336 -0.60097 3.06530  0.274
C -3.08974 -1.14580 4.30940  -0.569
C -1.84483 -1.65783 4.28288  -0.389
N -1.34028 -1.42407 3.01208  0.721
C -2.26166 -0.77202 2.26600  -0.504
S -2.23930 -0.32881 0.62028  -0.166
C -0.02463 -1.81076 2.60493  0.172
C 0.37089 -3.12063 2.80619  -0.729
C 1.68155 -3.44539 2.49369  -0.580
C 2.51431 -2.45914 1.99342  -0.625
C 1.99754 -1.18779 1.80523  -0.183
N 0.74269 -0.85511 2.10964  0.144
H -5.20738 0.14632 3.52846  0.321
H -5.04739 -0.46236 1.86397  0.335
H -4.30631 1.08557 2.30976  0.328
H -3.81878 -1.11538 5.09801  0.469
H -1.26315 -2.15060 5.03973  0.516
H -0.32571 -3.85529 3.18404  0.535
H 2.04010 -4.45598 2.63270  0.448
H 3.54395 -2.66853 1.74234  0.434
H 2.60863 -0.39846 1.38936  0.228
C 4.20694 1.08685 -0.40075  -0.980
N 3.53109 1.58889 -1.58215  0.100
C 3.98078 2.61865 -2.37417  -0.376
C 3.06874 2.76914 -3.35933  -0.702
N 2.06920 1.84300 -3.17622  0.367
B 0.89085 1.80838 -4.24936  0.391
N -0.13163 0.67819 -3.95326  -0.052
C -0.20796 -0.49386 -4.66920  -0.514
C -1.31833 -1.15580 -4.27930  -0.551
N -1.92376 -0.37632 -3.31610  0.258
C -3.19968 -0.68431 -2.69327  -1.071
C -1.19043 0.73944 -3.13662  -0.037
S -1.55511 2.02066 -2.03803  -0.427
C 2.35853 1.12673 -2.08942  0.011
S 1.49318 -0.20436 -1.38578  -0.374
H 5.24591 1.40360 -0.44006  0.389
H 4.15804 0.00082 -0.38657  0.403
H 3.74761 1.48238 0.50659  0.224
H 4.89986 3.13712 -2.17131  0.445
H 3.04139 3.45590 -4.18544  0.483
H 1.40137 1.56524 -5.31290  -0.176
H 0.34641 2.87716 -4.21478  -0.070
H 0.53847 -0.75131 -5.39720  0.502
H -1.73609 -2.09350 -4.59608  0.498
H -3.96304 -0.78747 -3.46213  0.363
H -3.46525 0.13335 -2.02899  0.378
H -3.12149 -1.60808 -2.12242  0.324

Cartesian forces, eV/Å:
0.15 0.09 -0.12
0.03 -0.01 -0.05
0.01 -0.03 0.06
0.01 -0.07 -0.02
-0.12 0.10 0.07
0.03 -0.03 0.02
0.00 0.06 0.02
0.05 -0.04 -0.03
-0.06 0.00 -0.03
0.14 0.02 0.03
-0.07 0.08 0.00
0.01 -0.11 -0.08
-0.06 0.02 0.02
0.03 0.03 -0.01
0.01 -0.01 -0.02
-0.02 -0.01 0.01
-0.01 0.00 0.04
0.02 -0.03 0.00
-0.01 0.01 -0.01
0.00 0.00 0.00
-0.01 0.00 0.00
-0.01 0.01 0.02
0.01 0.00 0.02
-0.01 -0.01 0.01
0.01 -0.01 0.01
0.01 0.00 -0.01
-0.01 -0.01 0.04
0.00 0.02 -0.02
0.00 0.00 0.02
-0.01 -0.01 -0.02
0.00 0.00 0.03
-0.06 0.01 -0.04
0.00 -0.07 0.03
-0.08 0.13 -0.18
0.00 -0.04 0.06
0.06 0.00 0.01
-0.11 -0.03 -0.03
0.01 0.01 0.00
0.17 -0.01 0.07
-0.04 0.04 0.05
0.01 0.06 0.04
-0.12 -0.13 0.02
0.00 0.00 0.01
0.02 0.00 -0.02
0.00 0.00 0.01
0.02 0.01 0.01
0.00 0.01 -0.02
0.01 0.00 0.03
0.03 -0.01 0.00
0.01 0.01 -0.03
-0.02 -0.02 -0.01
-0.01 -0.01 0.00
0.00 -0.02 -0.02
0.00 0.01 0.00

---

3.
The following is a quantum chemistry calculation of a cluster of 2 separate species, CH3NOS2 in total at a distorted geometry, from the Open Molecules 2025 dataset.

Computed properties:
Net charge: 0
HOMO level (eV): -9.673
LUMO energy (eV): -2.268
E_tot (Eh): -966.20005

Each line ends with the Mulliken charge.
Cartesian coordinates (Å):
C 1.37564 -0.58235 -0.01556  0.189
N 1.48137 0.67428 -0.02874  -0.545
O -1.90377 1.59537 0.28191  -0.370
S -1.83103 -1.12438 -0.46443  -0.118
S -2.60045 0.34398 0.48027  0.486
H 0.44181 -1.10587 -0.10321  -0.188
H 2.38810 -1.00750 -0.17904  0.242
H 0.64832 1.20646 0.02879  0.304

Cartesian forces, eV/Å:
1.90 1.09 -1.16
1.04 0.02 0.39
-0.07 0.47 0.19
-1.16 0.61 0.53
0.68 -1.09 -0.78
0.02 -0.57 0.38
-0.97 -0.88 0.44
-1.45 0.34 0.02

---

Record order is preserved below.
ΔE to the lowest compared entry with this formula, charge and spin: 88.01, 0.60, 127.97 kJ/mol